1.
19
Properties=species:S:1:pos:R:3:forces:R:3:lowdin_charge:R:1 method="wB97M-V/def2-TZVPD" gap_ev=10.854 charge=0 e_above_lowest_kcal_mol=25.33
C 0.257216 2.080202 0.867700 0.105 0.167 0.024 -0.087
O -0.137104 0.723039 0.792391 -0.035 -0.025 0.003 -0.194
C 0.471926 -0.033491 -0.255779 0.076 -0.083 -0.151 -0.422
C 1.941611 -0.304222 0.041879 0.036 -0.002 0.005 -0.043
C -0.330414 -1.320959 -0.409021 0.024 0.001 0.034 -0.139
C -1.808088 -1.092829 -0.724000 0.164 -0.214 -0.348 -0.270
O -2.532885 -0.600897 0.377696 0.031 0.221 0.162 -0.068
H 0.930376 2.347591 0.043757 -0.138 0.007 0.113 0.088
H 0.770983 2.275313 1.815451 -0.022 -0.059 -0.127 0.091
H -0.632786 2.714766 0.819861 0.085 -0.043 -0.029 0.091
H 0.389965 0.545923 -1.192155 -0.010 -0.061 0.119 0.148
H 2.035251 -0.876014 0.971238 -0.012 0.077 -0.115 0.091
H 2.511928 0.626127 0.145890 -0.106 -0.161 -0.006 0.075
H 2.390510 -0.884099 -0.771931 -0.053 0.087 0.116 0.085
H -0.252153 -1.902872 0.518536 0.009 0.047 -0.115 0.131
H 0.128511 -1.910865 -1.212805 -0.074 0.074 0.105 0.124
H -1.896089 -0.421632 -1.597825 0.007 -0.056 0.161 0.118
H -2.273366 -2.042926 -1.006383 0.061 0.102 0.021 0.116
H -1.965393 0.077847 0.775502 -0.147 -0.076 0.028 0.065

---

2.
138
Properties=species:S:1:pos:R:3:forces:R:3:lowdin_charge:R:1 method="wB97M-V/def2-TZVPD" gap_ev=9.208 charge=0 e_above_lowest_kcal_mol=61.90
C -8.404134 -9.564081 -13.902870 -0.566 -0.167 0.667 -0.040
C -7.159520 -9.048714 -14.539807 0.698 0.878 1.970 -0.267
O -7.210862 -9.465312 -15.847798 -1.057 -0.830 -1.913 0.000
C -6.298433 -9.070904 -16.699779 2.678 -0.322 -1.013 -0.551
C -6.198845 -9.922856 -17.957570 -1.172 0.315 0.823 0.031
O -5.443974 -8.248258 -16.480713 -0.384 0.569 0.589 0.103
H -8.513148 -9.317443 -12.846759 0.299 0.117 0.086 0.061
H -8.369249 -10.651500 -13.969226 -0.364 0.041 -0.039 0.064
H -9.300474 -9.166157 -14.378631 0.060 -0.110 -0.234 0.091
H -6.965825 -7.981347 -14.433476 -0.438 0.227 -0.277 0.129
H -6.271200 -9.491336 -14.089177 0.088 -0.267 0.233 0.101
H -6.504868 -10.920823 -17.643720 0.121 -0.198 -0.453 0.069
H -5.189922 -9.873891 -18.367170 -0.280 0.059 0.082 0.090
H -6.951231 -9.515018 -18.632607 0.139 -0.267 -0.417 0.088
C -6.748746 -12.915492 -14.916657 0.136 -0.050 0.462 -0.035
C -5.988495 -12.824133 -13.567004 -0.976 -0.866 -1.754 -0.211
O -6.886824 -12.266751 -12.643755 0.579 1.600 2.116 -0.024
C -6.375690 -11.937173 -11.405167 0.400 -0.322 0.503 -0.458
C -7.401199 -11.392880 -10.478372 -1.291 0.308 0.010 0.015
O -5.228363 -12.080579 -11.010751 -1.105 -0.084 -1.628 0.065
H -7.611307 -13.574181 -14.815699 0.285 -0.412 -0.123 0.072
H -6.038393 -13.247881 -15.673632 -0.253 -0.416 -0.020 0.057
H -7.195969 -11.997251 -15.297360 0.399 0.453 0.402 0.056
H -5.850031 -13.831512 -13.174406 0.915 -0.077 -0.429 0.130
H -5.071491 -12.267419 -13.760067 0.074 0.025 0.775 0.101
H -8.423743 -11.442250 -10.852620 0.128 -0.070 -0.240 0.088
H -7.227541 -10.336976 -10.271013 0.279 0.036 -0.067 0.078
H -7.428367 -11.917217 -9.523153 0.388 -0.076 -0.092 0.065
C -9.326577 -14.760956 -17.092630 0.662 0.126 0.866 -0.091
C -9.930108 -16.093695 -17.448294 -1.182 0.104 1.037 -0.183
O -10.182430 -16.743566 -16.159589 0.423 0.180 0.051 -0.006
C -10.453314 -18.050137 -16.120471 0.388 0.194 -1.003 -0.604
C -10.745271 -18.610176 -14.824088 0.271 -0.207 2.164 0.007
O -10.412584 -18.780555 -17.060887 0.142 -0.332 -2.023 0.114
H -9.656983 -14.289163 -16.167238 -1.181 -0.144 -0.202 0.078
H -9.406229 -14.035201 -17.901974 0.350 -0.101 0.040 0.084
H -8.316553 -14.962475 -16.735782 0.587 0.182 -0.873 0.060
H -10.931744 -16.010842 -17.870147 0.177 0.082 -0.481 0.128
H -9.270358 -16.654593 -18.110273 -0.169 -0.335 0.263 0.117
H -10.818727 -19.693953 -14.914286 -0.526 0.262 -0.053 0.098
H -11.592460 -18.117848 -14.346608 -0.033 -0.248 0.071 0.097
H -9.869001 -18.454113 -14.194876 -0.021 0.271 0.278 0.096
C -1.957251 -17.061710 -12.605769 -1.753 -0.222 0.112 -0.032
N -2.259654 -15.947913 -13.482007 0.529 0.406 0.555 -0.208
C -1.991186 -16.194652 -14.869007 0.263 0.106 -0.105 -0.056
C -2.667457 -14.740286 -13.075255 -0.159 1.019 2.952 -0.301
O -2.939756 -14.397358 -11.892844 0.614 -0.984 -2.734 -0.039
H -0.918761 -17.392138 -12.627324 -0.088 0.106 -0.170 0.096
H -2.668631 -17.793985 -12.987625 0.600 -0.955 0.071 0.090
H -2.320707 -16.923291 -11.587515 0.409 0.618 -0.037 0.089
H -0.920157 -16.333758 -15.016087 0.139 0.053 -0.172 0.092
H -2.479661 -17.119108 -15.177054 -0.221 0.159 -0.226 0.093
H -2.334079 -15.326621 -15.432073 -0.004 -0.316 -0.271 0.084
H -2.664866 -14.009081 -13.898393 -0.352 0.016 0.019 0.125
C -4.287161 -6.765952 -12.145369 -1.155 -0.103 -0.068 -0.029
N -5.592948 -6.203735 -11.720524 0.870 -1.280 -1.405 -0.167
C -6.665390 -7.098767 -11.310824 -0.375 0.620 0.440 -0.059
C -5.797161 -4.885452 -11.800719 0.020 0.508 1.518 -0.358
O -6.733665 -4.305734 -11.270722 -0.013 0.068 -0.750 -0.002
H -3.634695 -5.998405 -12.561638 -0.075 0.093 0.315 0.088
H -4.442376 -7.486671 -12.948210 -0.016 -0.175 -0.003 0.075
H -3.823434 -7.273715 -11.299660 0.192 0.060 -0.005 0.083
H -7.635292 -6.628440 -11.472676 0.225 0.356 0.207 0.084
H -6.793418 -8.032625 -11.858187 0.877 -0.059 -0.095 0.066
H -6.569375 -7.279458 -10.240200 -0.152 -0.374 -0.013 0.075
H -4.922405 -4.374202 -12.231573 -0.195 0.257 -0.227 0.130
C -9.741324 -8.442015 -6.895618 0.164 -0.705 -0.700 -0.040
N -9.287303 -8.018124 -8.235005 -0.366 0.327 2.169 -0.170
C -8.639230 -6.739846 -8.188068 0.717 1.214 -0.850 -0.057
C -9.465267 -8.751171 -9.331437 0.553 0.309 -1.288 -0.309
O -9.013628 -8.424519 -10.432740 -0.664 -0.608 0.685 -0.025
H -9.951075 -9.511593 -6.885137 -0.407 0.016 -0.306 0.080
H -10.612578 -7.869056 -6.578246 0.065 -0.016 0.090 0.090
H -8.935716 -8.365534 -6.165385 0.096 0.504 -0.070 0.084
H -7.707001 -6.786282 -7.625131 0.014 -0.083 0.194 0.089
H -8.383532 -6.304434 -9.154049 -0.026 -0.689 -0.300 0.077
H -9.247681 -5.934491 -7.776618 -0.386 -0.373 0.534 0.095
H -10.041959 -9.670005 -9.143329 0.118 -0.057 -0.137 0.134
C -2.916018 -12.682022 -8.913891 -0.987 -0.509 -0.546 -0.033
N -3.849350 -13.233827 -7.884504 1.041 0.195 -1.444 -0.137
C -4.878750 -14.103904 -8.455709 -0.547 0.154 0.506 -0.030
C -3.740275 -12.898582 -6.599271 -0.607 -0.389 0.343 -0.361
O -4.458618 -13.317105 -5.695808 0.113 0.271 -0.125 -0.024
H -1.998345 -12.184811 -8.599623 -0.328 -0.156 0.674 0.084
H -3.486270 -12.010147 -9.555366 0.115 0.194 0.140 0.046
H -2.673423 -13.510471 -9.579416 0.289 -0.028 0.074 0.065
H -4.496662 -14.710412 -9.276844 0.300 0.066 0.174 0.089
H -5.352689 -14.734235 -7.703276 0.470 -0.060 0.199 0.076
H -5.705966 -13.525871 -8.867637 0.098 0.324 -0.140 0.068
H -2.927141 -12.174707 -6.434885 0.076 -0.115 0.119 0.124
C -2.618145 -10.428405 -11.856522 0.208 0.466 -0.160 -0.035
N -2.423739 -9.625490 -13.066242 -2.429 -1.888 -1.481 -0.162
C -3.234064 -10.107594 -14.217448 1.013 -0.110 -0.253 -0.027
C -1.575498 -8.650032 -13.278683 1.941 1.610 -0.708 -0.378
O -1.268825 -8.135168 -14.366638 -0.708 -0.634 1.476 -0.019
H -1.931404 -10.151639 -11.056596 0.023 0.217 -0.083 0.089
H -2.455913 -11.478671 -12.098872 -0.008 -0.087 0.027 0.085
H -3.645723 -10.333309 -11.505612 0.012 0.022 0.035 0.064
H -4.301920 -10.092523 -13.999344 0.156 -0.098 0.122 0.061
H -3.032442 -9.591185 -15.155942 -0.079 0.905 0.535 0.085
H -2.883016 -11.092352 -14.525853 -0.308 -0.593 0.589 0.082
H -1.119990 -8.338765 -12.325880 0.294 0.223 -0.020 0.136
C -7.977777 -13.264224 -6.478478 0.248 -0.207 0.589 -0.042
N -8.888029 -14.062207 -7.287785 0.092 -0.959 0.029 -0.175
C -9.044494 -15.485767 -6.914624 0.334 0.825 0.615 -0.044
C -9.656966 -13.544190 -8.277467 0.427 0.240 1.798 -0.326
O -9.651786 -12.361731 -8.576274 -0.388 -0.439 -0.576 -0.014
H -7.934715 -12.230105 -6.820280 0.026 -0.282 -0.167 0.085
H -6.989283 -13.708769 -6.362891 0.305 0.025 -0.918 0.060
H -8.226279 -13.268053 -5.417186 -0.931 0.168 0.094 0.090
H -9.495301 -15.549293 -5.924255 -0.053 0.044 0.159 0.085
H -9.690240 -16.064201 -7.575331 0.219 0.329 -0.306 0.082
H -8.057265 -15.939444 -6.827167 -0.021 -0.141 -0.249 0.085
H -10.326260 -14.362280 -8.585633 -0.252 0.501 -0.951 0.131
C -5.113134 -13.318644 -20.244229 -0.125 -1.406 -0.223 -0.055
N -5.868310 -14.162291 -19.329467 -1.889 -0.845 0.753 -0.166
C -7.143575 -14.829404 -19.793490 0.504 -0.068 -0.096 -0.014
C -5.334014 -14.435776 -18.107969 -0.212 -1.379 0.863 -0.341
O -5.607201 -15.346644 -17.303701 -0.070 1.706 -1.710 -0.021
H -4.694809 -14.048458 -20.937404 0.263 0.454 -0.618 0.090
H -4.266057 -12.880255 -19.716618 -0.307 0.356 -0.072 0.083
H -5.753052 -12.621521 -20.785177 0.167 0.176 0.250 0.089
H -7.768048 -15.188666 -18.975521 0.464 0.601 0.244 0.040
H -7.730746 -14.188694 -20.451375 0.149 0.637 0.409 0.086
H -7.070721 -15.721798 -20.415122 1.090 -0.192 -0.040 0.085
H -4.532954 -13.714338 -17.884307 0.130 -0.041 0.090 0.123
C -4.433240 -9.308114 -5.673923 -0.421 -0.043 -1.185 -0.040
N -3.744485 -9.456678 -6.963925 1.126 -0.414 -0.894 -0.174
C -4.542192 -9.545223 -8.191834 -0.767 0.704 0.042 -0.039
C -2.382966 -9.557180 -7.073525 0.154 1.057 -1.581 -0.320
O -1.729204 -9.586794 -8.140818 -1.429 -0.344 2.317 -0.035
H -4.904783 -8.331053 -5.568613 0.072 0.268 -0.287 0.080
H -3.785393 -9.411206 -4.803430 0.054 -0.531 -0.297 0.091
H -5.249634 -10.025707 -5.755628 0.053 -0.247 0.872 0.083
H -3.968105 -9.476326 -9.115832 0.452 0.005 0.480 0.073
H -5.188943 -10.415438 -8.303884 0.293 -0.535 0.520 0.079
H -5.250513 -8.716887 -8.207309 0.004 0.324 0.036 0.077
H -1.931917 -9.463503 -6.073529 0.363 -0.270 -0.126 0.131

---

3.
13
Properties=species:S:1:pos:R:3:forces:R:3:lowdin_charge:R:1 method="wB97M-V/def2-TZVPD" gap_ev=8.804 charge=0 e_above_lowest_kcal_mol=68.01
C -1.814299 -0.378292 0.060138 0.030 0.006 0.103 -0.050
C -0.318877 -0.220038 0.020893 0.309 -0.217 0.299 -0.272
C 0.433960 1.054486 0.078296 0.726 0.029 0.643 -0.134
N 1.792890 0.603345 -0.281096 0.531 -0.432 -1.305 -0.085
C 1.995368 -0.705170 -0.165472 -0.255 0.499 -0.467 -0.082
C 0.611394 -1.202506 -0.061269 -0.218 -0.134 -0.024 -0.101
H -2.082287 -1.248844 0.666501 0.008 0.129 -0.082 0.080
H -2.331159 0.496133 0.466989 0.151 -0.102 -0.023 0.074
H -2.215663 -0.555910 -0.947366 0.171 0.096 0.176 0.085
H 0.019504 1.994721 -0.315033 0.348 -0.492 -0.149 0.131
H 2.515075 1.306609 -0.321415 0.241 -0.288 0.112 0.120
H 0.908128 1.188526 1.070080 -2.043 0.788 0.787 0.145
H 0.382466 -2.262841 -0.034575 0.001 0.118 -0.069 0.090

---

4.
34
Properties=species:S:1:pos:R:3:forces:R:3:mulliken_spin:R:1 method="wB97M-V/def2-TZVPD" multiplicity=2 gap_ev="6.907 / 6.926" charge=0 e_above_lowest_kcal_mol=39.18 s2=0.754
C -1.886671 3.953311 3.602484 0.042 0.008 -0.035 0.003
C -2.089634 4.911235 2.424700 -0.002 -0.015 0.054 -0.001
H -2.794081 3.373198 3.802801 0.130 0.059 -0.041 0.001
H -1.631917 4.498668 4.517824 -0.068 -0.075 -0.129 -0.001
H -1.076185 3.244073 3.401669 -0.133 0.155 0.050 -0.001
H -2.177244 4.364545 1.479378 -0.005 0.075 0.135 0.001
H -3.000754 5.506486 2.550065 0.139 -0.056 -0.020 0.000
H -1.248711 5.606759 2.329709 -0.113 -0.131 -0.009 0.000
C 0.010789 -2.768225 1.234949 0.036 0.238 -0.705 0.010
C -0.170723 -4.140013 1.102462 -0.008 -0.068 -0.199 -0.003
C -0.235559 -4.689337 -0.177106 0.047 0.351 0.231 -0.001
C -0.116582 -3.847234 -1.276479 0.036 0.261 0.011 0.001
H 0.070391 -2.273908 2.201843 -0.012 -0.173 -0.133 -0.014
H -0.258730 -4.758866 1.989220 0.016 0.066 -0.133 0.000
H -0.376398 -5.756382 -0.318799 0.019 0.143 0.028 0.000
H -0.164397 -4.255062 -2.279691 0.003 0.018 0.157 0.000
N 0.126200 -1.951328 0.175393 -0.164 -1.043 -0.396 0.015
C 0.064637 -2.474669 -1.076337 -0.070 -0.453 1.391 0.000
C 0.200454 -1.505796 -2.175285 0.201 1.399 -0.515 0.001
N 0.370188 -0.201074 -1.807718 -0.265 -0.370 -0.824 -0.008
C 0.500051 0.730571 -2.771704 -0.070 -0.631 0.370 0.000
C 0.296539 -0.903272 -4.511798 0.034 0.291 0.396 0.000
C 0.469301 0.425144 -4.124605 -0.011 -0.187 -0.106 0.000
H 0.632184 1.748235 -2.422377 0.003 -0.069 -0.064 0.002
H 0.579548 1.219641 -4.854781 -0.016 -0.122 0.082 0.000
C 0.161799 -1.870561 -3.524225 0.020 0.030 0.200 0.000
H 0.026617 -2.910322 -3.798534 0.026 0.159 0.001 0.000
H 0.267581 -1.180689 -5.560638 0.004 0.046 0.139 0.000
Cu 0.406960 0.169976 0.225648 -0.315 -0.472 -0.452 0.062
I 0.435008 0.479646 2.788703 -1.169 0.064 1.216 0.747
O 3.327628 2.500285 1.909465 -1.382 2.012 -0.209 0.018
N 3.181441 1.327533 1.748545 0.309 0.134 -0.860 0.010
O 4.046734 0.570479 2.065771 0.265 -2.473 0.149 0.021
O 2.053536 0.856953 1.129444 2.472 0.830 0.226 0.138

---

5.
18
Properties=species:S:1:pos:R:3:forces:R:3:lowdin_charge:R:1 method="wB97M-V/def2-TZVPD" gap_ev=3.867 charge=0
Cu 16.644680 24.736920 12.731180 -0.070 0.441 -0.765 0.675
Br 16.276720 26.984140 8.846600 0.092 -0.387 0.764 -0.674
Cl 12.151580 33.300150 6.215650 -0.055 0.114 0.328 0.516
C 11.772700 32.671390 7.849370 0.196 -1.321 0.012 -0.638
C 12.282100 31.204770 7.957060 -0.750 -0.272 -0.825 -0.587
Cl 11.381490 30.144370 6.752670 0.279 0.478 0.173 0.463
H 10.690390 32.673620 7.978590 0.107 0.109 -0.108 0.061
H 12.227050 33.331310 8.588400 0.119 -0.168 -0.093 0.067
H 12.027520 30.645770 8.857510 0.244 0.795 0.357 0.055
H 13.334320 31.075050 7.703870 -0.127 0.248 0.149 0.062
Cl 21.714080 31.935460 9.002260 -0.757 -0.178 -0.229 0.500
C 20.229650 31.106550 8.387510 -0.496 -0.288 -0.822 -0.647
C 19.200170 32.001850 7.700030 0.355 0.227 -0.021 -0.665
Cl 18.738610 33.301470 8.799450 -0.181 0.711 0.125 0.532
H 19.726760 30.561360 9.186250 0.456 0.048 0.100 0.072
H 20.580400 30.433710 7.604960 0.051 -0.283 0.333 0.066
H 18.247580 31.535730 7.448200 0.353 -0.697 0.249 0.070
H 19.578690 32.380760 6.750690 0.185 0.425 0.273 0.072

---

6.
15
Properties=species:S:1:pos:R:3:forces:R:3:lowdin_charge:R:1 method="wB97M-V/def2-TZVPD" gap_ev=8.497 charge=0 e_above_lowest_kcal_mol=118.43
N -1.118390 1.309589 -0.700558 2.796 -0.318 -1.961 -0.003
N -0.343018 0.340587 0.062734 0.087 0.325 -0.359 -0.246
C 1.042970 0.480622 0.611205 1.677 4.329 -1.420 -0.238
C 2.058374 -0.573981 0.023524 3.922 3.129 1.891 -0.635
S 1.075939 -1.906693 -0.375491 -2.342 -1.445 -0.276 0.899
C -0.536206 -1.004776 -0.057310 -2.971 -3.890 -0.605 -0.654
N -1.653872 -1.772670 0.011841 3.952 2.316 -0.879 -0.421
S -3.167598 -1.031151 0.073051 0.762 0.992 0.693 0.694
H -0.847512 1.344819 -1.840178 -1.703 -0.439 4.335 0.185
H -2.064464 1.414400 -0.286080 1.302 0.066 -1.515 0.035
H 0.939230 0.472921 1.737346 0.554 -0.048 -1.365 0.120
H 1.612263 1.524273 0.172763 -2.273 -2.367 1.820 0.167
H 2.863216 -0.750018 0.959954 -2.166 0.113 -2.492 0.129
H 2.811716 -0.057597 -0.840227 -2.432 -1.653 1.970 0.127
H -2.672655 0.209670 0.447431 -1.165 -1.109 0.162 -0.158